Entry 1:
Below is 2 unconnected molecules or ions with the total composition C2H4S3, with properties calculated with ωB97M-V with the def2-TZVPD basis set.

Properties
LUMO level = -0.087 Ha
Charge = 0
Kohn-Sham gap = 0.2112 Ha
ΔE to the lowest compared entry with this formula, charge and spin = 1.813 eV
Largest force on an atom = 0.29 eV/Å

Geometry (Å):
C: 0.339 0.173 -1.116
C: 0.974 -0.704 -0.104
H: -0.734 0.319 -1.063
H: 0.749 0.175 -2.123
H: 0.338 -1.163 0.648
H: 1.823 -1.309 -0.412
S: -3.257 0.700 2.419
S: -1.543 0.754 1.625
S: 1.311 1.055 0.124

Löwdin atomic charge list, values in e, 4 entries: number 1, C, carries -0.510; number 2, C, carries -0.505; number 3, H, carries 0.030; number 4, H, carries 0.068

***

Entry 2:
Below is a molecular structure, C9H13CaNO2 at a distorted geometry, with properties calculated with ωB97M-V with the def2-TZVPD basis set.

Properties
LUMO level = 0.220 Ha
Charge = -2
Kohn-Sham gap = 0.1661 Ha
ΔE to the lowest compared entry with this formula, charge and spin = 0.000 eV
Largest force on an atom = 6.79 eV/Å

Geometry (Å):
C: -0.272 0.954 -2.556
C: 1.125 1.092 -2.318
C: 1.295 1.917 -1.170
C: 0.006 2.279 -0.691
C: -0.965 1.680 -1.545
Ca: 0.157 -0.098 -0.473
N: -1.157 -1.404 -0.444
C: -0.202 -2.449 -0.967
C: 1.187 -1.792 -1.162
H: 2.249 2.190 -0.715
H: 1.924 0.644 -2.909
H: -0.206 2.880 0.194
H: -2.049 1.750 -1.433
H: -0.734 0.358 -3.345
H: 1.551 -1.866 -2.197
H: -0.153 -3.291 -0.246
H: -2.132 -1.706 -0.449
H: 1.943 -2.153 -0.449
H: -0.579 -2.840 -1.933
C: -0.683 0.690 4.104
O: -0.566 0.688 2.727
C: -0.008 -0.309 1.993
O: 0.432 -1.320 2.518
H: -0.268 -0.230 4.571
H: -1.755 0.770 4.378
H: -0.140 1.566 4.514

Löwdin atomic charge list, values in e, 4 entries: number 1, C, carries -0.259; number 2, C, carries -0.266; number 3, C, carries -0.258; number 4, C, carries -0.266

***

Entry 3:
Below is a gas-phase ion, C13H27N3O4P (charge +1) at a distorted geometry, with properties calculated with ωB97M-V with the def2-TZVPD basis set.

Properties
LUMO level = -0.085 Ha
Charge = +1
Kohn-Sham gap = 0.3875 Ha
SMILES = CCC(=O)OCC[C@@H]1CC[C@@H](CC(=O)N(C)C)[N@@H+]1P(N)O
ΔE to the lowest compared entry with this formula, charge and spin = 0.459 eV
Largest force on an atom = 2.65 eV/Å

Geometry (Å):
C: 3.499 -4.535 0.068
C: 2.036 -4.676 -0.308
C: 1.242 -3.466 0.108
O: 1.481 -2.838 1.142
O: 0.193 -3.116 -0.711
C: 0.339 -1.865 -1.383
C: -0.941 -1.045 -1.268
C: -0.768 0.168 -0.365
C: -0.219 -0.179 1.041
C: -0.950 0.755 2.026
C: -1.746 1.717 1.165
C: -1.168 3.128 0.992
C: -0.231 3.282 -0.188
O: -0.695 3.077 -1.310
N: 1.059 3.726 0.060
C: 1.859 2.792 0.859
C: 1.771 4.088 -1.177
N: -2.000 0.995 -0.121
P: -3.632 0.094 0.132
N: -3.951 -0.250 -1.482
O: -3.169 -1.346 0.727
H: 4.027 -5.470 -0.063
H: 3.617 -4.231 1.099
H: 3.999 -3.790 -0.544
H: 1.623 -5.515 0.245
H: 1.927 -4.885 -1.365
H: 0.550 -2.070 -2.426
H: 1.203 -1.339 -0.982
H: -1.734 -1.713 -0.952
H: -1.171 -0.714 -2.279
H: -0.062 0.798 -0.896
H: -0.519 -1.198 1.235
H: 0.851 -0.060 1.000
H: -1.583 0.175 2.689
H: -0.284 1.268 2.706
H: -2.704 1.908 1.637
H: -1.971 3.836 0.827
H: -0.709 3.417 1.929
H: 2.742 3.312 1.206
H: 1.334 2.442 1.738
H: 2.201 1.946 0.263
H: 1.582 3.399 -1.992
H: 1.539 5.105 -1.458
H: 2.833 4.062 -0.968
H: -2.208 1.676 -0.859
H: -3.158 -0.651 -1.974
H: -4.731 -0.897 -1.512
H: -3.202 -1.313 1.687

Löwdin atomic charge list, values in e, 4 entries: number 1, C, carries -0.085; number 2, C, carries -0.141; number 3, C, carries -0.428; number 4, O, carries 0.103